No. 1
The following is a DFT calculation (ωB97M-V/def2-TZVPD) of the molecule H2N2O2S at a distorted geometry.

Energy ... -17934.346 eV
Net charge ... 0
Multiplicity ... 3
Energy relative to the best compared isomer or geometry (same formula, charge and spin) ... 447.9 kJ/mol

Geometry (Å):
N  0.11798  0.29219  0.00690
N  -1.18748  -0.16967  0.12930
O  -1.95311  0.71456  -0.11591
O  -1.35365  -1.31273  0.45254
S  1.48083  -0.74179  -0.13303
H  0.34593  1.15073  -0.48562
H  2.54951  0.06671  0.14581



No. 2
The following is a DFT calculation (ωB97M-V/def2-TZVPD) of a cluster of 2 separate species, H2N2O3 in total at a distorted geometry.

Structure (SMILES) ... N#[N+][O-].OO
Energy ... -9149.694 eV
Net charge ... 0
Energy relative to the best compared isomer or geometry (same formula, charge and spin) ... 52.5 kJ/mol

Geometry (Å):
N  -0.14654  2.04939  -2.25409
N  0.95542  1.98277  -2.34486
O  2.10319  2.01037  -2.51131
O  -0.02730  0.04616  0.86643
O  -0.15500  -0.06123  -0.58901
H  0.82627  -0.28224  1.22085
H  -1.04235  0.13380  -0.95410



No. 3
The following is a DFT calculation (ωB97M-V/def2-TZVPD) of the molecule H2N2O3 at a distorted geometry.

Structure (SMILES) ... [O-]/[N+](O)=N/O
Energy ... -9147.426 eV
Net charge ... 0
Energy relative to the best compared isomer or geometry (same formula, charge and spin) ... 271.3 kJ/mol

Geometry (Å):
O  0.36734  1.35444  -0.01322
N  0.44775  0.03615  0.38424
O  1.56989  -0.57198  -0.07827
N  -0.69769  -0.19636  -0.53209
O  -1.80717  -0.18038  0.08367
H  1.85424  -0.14162  -0.90664
H  -1.73435  -0.30024  1.06232



No. 4
The following is a DFT calculation (ωB97M-V/def2-TZVPD) of the molecule H2N2O3S at a distorted geometry.

Energy ... -19986.217 eV
Net charge ... 0
Energy relative to the best compared isomer or geometry (same formula, charge and spin) ... 161.4 kJ/mol

Geometry (Å):
N  1.27820  0.35020  0.17524
N  -1.08705  -0.80889  -0.14234
O  -1.46666  -1.31084  -1.16848
O  -0.44840  2.06606  -0.24174
O  -1.11050  -1.17253  0.98041
S  -0.05506  0.77903  -0.76061
H  1.23620  0.68219  1.08056
H  1.65327  -0.58522  0.07696



No. 5
The following is a DFT calculation (ωB97M-V/def2-TZVPD) of a cluster of 2 separate species, H2N2O3S in total at a distorted geometry.

Energy ... -19984.126 eV
Net charge ... 0
Energy relative to the best compared isomer or geometry (same formula, charge and spin) ... 363.2 kJ/mol

Geometry (Å):
N  0.22080  0.73574  0.20279
N  0.55374  -1.48206  -0.05874
O  -4.02001  0.75803  0.62911
O  -2.50081  -1.01587  0.06750
O  0.97730  -0.34222  0.29462
S  -3.44508  -0.01240  -0.36704
H  0.74718  1.62634  0.39299
H  -0.25202  -1.51633  -0.60548



No. 6
The following is a DFT calculation (ωB97M-V/def2-TZVPD) of a cluster of 2 separate species, H2N2O3S in total at a distorted geometry.

Energy ... -19983.397 eV
Net charge ... 0
Energy relative to the best compared isomer or geometry (same formula, charge and spin) ... 433.4 kJ/mol

Geometry (Å):
N  -1.23545  0.15536  -0.48292
N  0.92052  -0.14895  0.17449
O  -1.14272  1.21538  -1.05269
O  -2.15226  -0.60495  -0.49755
O  1.05428  1.17824  0.39076
S  0.98384  -1.23773  1.41621
H  0.84743  1.55420  -0.42999
H  0.72436  -2.11156  0.48169



No. 7
The following is a DFT calculation (ωB97M-V/def2-TZVPD) of a structure of composition H2N2O3S2 at a distorted geometry.

Energy ... -30821.530 eV
Net charge ... 0
Energy relative to the best compared isomer or geometry (same formula, charge and spin) ... 147.0 kJ/mol

Geometry (Å):
N  0.07091  2.07808  0.41219
N  1.07300  -2.34515  0.42442
O  0.42270  -0.19491  -1.04148
O  -1.87222  0.93362  -0.95073
O  -0.87861  -0.24540  0.86789
S  -0.63011  0.87151  -0.22582
S  -0.06643  -1.69290  -0.23145
H  -0.15139  2.91329  -0.09344
H  2.03215  -2.31815  0.83840



No. 8
The following is a DFT calculation (ωB97M-V/def2-TZVPD) of the molecule H2N2O3Si at a distorted geometry.

Energy ... -17026.334 eV
Net charge ... 0
Multiplicity ... 3
Energy relative to the best compared isomer or geometry (same formula, charge and spin) ... 4.5 kJ/mol

Geometry (Å):
N  0.20510  1.87795  0.17649
N  0.77391  -1.08463  0.25400
O  -0.23084  2.75050  0.86900
O  1.44435  -1.65250  -0.55632
O  0.76614  -1.27230  1.46508
Si  -0.55577  0.00589  -0.37414
H  -0.69563  0.12354  -1.82316
H  -1.70726  -0.74845  -0.01094



No. 9
The following is a DFT calculation (ωB97M-V/def2-TZVPD) of a cluster of 2 separate species, H2N2O4P in total at a distorted geometry.

Energy ... -20492.406 eV
Net charge ... -1
Energy relative to the best compared isomer or geometry (same formula, charge and spin) ... 146.6 kJ/mol

Geometry (Å):
N  -0.99551  0.00339  1.02847
N  0.42448  -0.74240  -1.45290
O  1.23197  -1.37930  -2.13878
O  0.32363  2.25025  0.09663
O  -0.82740  -0.80798  -1.76116
O  1.39469  0.64110  1.94869
P  0.43854  0.99892  0.83624
H  -1.47596  -0.09195  0.07935
H  -0.51444  -0.87204  1.36346



No. 10
The following is a DFT calculation (ωB97M-V/def2-TZVPD) of the ion H2N2O4P with charge -1 at a distorted geometry.

Energy ... -20488.465 eV
Net charge ... -1
Energy relative to the best compared isomer or geometry (same formula, charge and spin) ... 526.8 kJ/mol

Geometry (Å):
N  1.09732  -0.48505  -0.11861
N  -1.40119  0.68470  0.06230
O  -0.64939  1.64002  0.06164
O  -1.23903  -1.94920  -0.50653
O  -2.61773  0.79335  -0.08207
O  2.30004  0.45385  0.06742
P  -0.87499  -1.03930  0.57815
H  1.53059  -1.39650  0.02094
H  1.85437  1.29813  -0.08325



No. 11
The following is a DFT calculation (ωB97M-V/def2-TZVPD) of the ion H2N2O4P with charge -1 at a distorted geometry.

Structure (SMILES) ... N[P@](=O)([O-])[N+](=O)[O-]
Energy ... -20492.752 eV
Net charge ... -1
Energy relative to the best compared isomer or geometry (same formula, charge and spin) ... 113.2 kJ/mol

Geometry (Å):
N  0.09201  -0.14630  0.04227
P  1.59167  0.70858  -0.05933
O  1.78280  1.53801  1.16232
O  1.69030  1.35813  -1.49279
N  2.69459  -0.69739  0.10703
O  2.22954  -1.82992  -0.06764
O  3.81604  -0.42978  0.33017
H  0.03873  -0.00825  1.12430
H  -0.56936  0.52950  -0.39915



No. 12
The following is a DFT calculation (ωB97M-V/def2-TZVPD) of the ion H2N3O2S with charge -1 at a distorted geometry.

Energy ... -19428.020 eV
Net charge ... -1
Energy relative to the best compared isomer or geometry (same formula, charge and spin) ... 316.8 kJ/mol

Geometry (Å):
N  0.00124  -1.32742  -0.74543
N  0.17558  -0.26611  -0.08311
N  -0.78978  0.48192  0.32375
O  1.52055  0.41974  -0.29425
O  -0.63175  1.71747  0.55980
S  -2.22923  -0.24762  0.67481
H  0.44942  -2.16453  -0.43490
H  1.50397  1.38655  -0.00067



No. 13
The following is a DFT calculation (ωB97M-V/def2-TZVPD) of a cluster of 2 separate species, H2N3O2S in total at a distorted geometry.

Energy ... -19430.530 eV
Net charge ... -1
Energy relative to the best compared isomer or geometry (same formula, charge and spin) ... 74.6 kJ/mol

Geometry (Å):
N  -1.99124  -0.55195  0.92666
N  -0.95505  -0.98607  0.92707
N  0.60043  0.05349  0.19951
O  0.31719  1.50714  0.36910
O  1.74473  -0.25036  0.47280
S  0.27768  -0.07230  -1.90782
H  0.63645  -1.31292  -1.57458
H  -0.63019  1.61297  0.58726



No. 14
The following is a DFT calculation (ωB97M-V/def2-TZVPD) of a cluster of 2 separate species, H2N3O2S in total at a distorted geometry.

Energy ... -19426.570 eV
Net charge ... -1
Energy relative to the best compared isomer or geometry (same formula, charge and spin) ... 456.7 kJ/mol

Geometry (Å):
N  -1.10846  -0.37416  0.12462
N  -0.32067  0.69575  -0.15635
N  0.86025  0.39734  -0.57159
O  -0.80614  1.85425  -0.02308
O  1.80593  1.18548  -0.92861
S  1.20511  -2.19954  0.48462
H  -1.32860  -0.53878  1.11318
H  -0.30742  -1.02033  -0.04279



No. 15
The following is a DFT calculation (ωB97M-V/def2-TZVPD) of the molecule H2N4 at a distorted geometry.

Structure (SMILES) ... [H]/N=N\N=N\[H]
Energy ... -5988.037 eV
Net charge ... 0
Energy relative to the best compared isomer or geometry (same formula, charge and spin) ... 362.0 kJ/mol

Geometry (Å):
H  -0.39378  1.76192  1.12508
N  0.29492  1.10339  1.37224
N  0.54337  0.24071  0.58359
N  -0.26560  -0.48740  -0.18720
N  -0.00805  -0.81939  -1.32343
H  -0.17086  -1.79923  -1.57027



No. 16
The following is a DFT calculation (ωB97M-V/def2-TZVPD) of a cluster of 2 separate species, H2N4O3 in total at a distorted geometry.

Structure (SMILES) ... [H]/N=[N+](\[O-])O.N#[N+][O-]
Energy ... -12129.661 eV
Net charge ... 0
Energy relative to the best compared isomer or geometry (same formula, charge and spin) ... 35.3 kJ/mol

Geometry (Å):
H  1.10993  -1.34195  1.06920
N  0.87078  -0.82798  0.25239
N  1.69370  0.07787  0.03363
O  2.72606  0.27688  0.57905
O  1.33863  0.96888  -0.96111
H  0.45240  0.52390  -1.16178
N  -1.88165  0.77695  -0.24610
N  -2.70928  0.11684  0.06274
O  -3.60056  -0.57139  0.37198



No. 17
The following is a DFT calculation (ωB97M-V/def2-TZVPD) of a cluster of 2 separate species, H2N5O2 in total at a distorted geometry.

Energy ... -11569.014 eV
Net charge ... -1
Energy relative to the best compared isomer or geometry (same formula, charge and spin) ... 497.2 kJ/mol

Geometry (Å):
N  -0.29144  -0.19165  1.29500
N  -1.24186  -0.43604  0.41373
N  -0.68470  0.03049  -0.81462
N  0.81174  0.19445  0.74666
N  0.65133  0.63154  -0.54671
O  1.85054  0.38052  1.44344
O  1.51174  0.91911  -1.44942
H  -1.38633  -2.10829  0.26235
H  -1.22102  0.57988  -1.35044



No. 18
The following is a DFT calculation (ωB97M-V/def2-TZVPD) of a cluster of 2 separate species, H2NO2P in total at a distorted geometry.

Energy ... -14899.010 eV
Net charge ... 0
Energy relative to the best compared isomer or geometry (same formula, charge and spin) ... 748.3 kJ/mol

Geometry (Å):
N  -1.32935  -0.28827  1.38743
O  1.32750  -0.30124  -1.58586
O  -0.34448  0.36459  0.97224
P  0.82883  1.25546  0.59016
H  -1.49970  -1.20891  0.97162
H  1.01720  0.17837  -2.33558



No. 19
The following is a DFT calculation (ωB97M-V/def2-TZVPD) of the molecule H2NO2P at a distorted geometry.

Structure (SMILES) ... O=N[PH2]=O
Energy ... -14902.458 eV
Net charge ... 0
Energy relative to the best compared isomer or geometry (same formula, charge and spin) ... 415.6 kJ/mol

Geometry (Å):
O  1.90190  -0.97712  -0.33994
N  1.07012  -0.42859  0.36819
P  -0.43616  0.17211  -0.02418
O  -0.39490  1.61181  -0.03690
H  -1.00765  -0.38274  1.13883
H  -1.13331  0.00452  -1.10600



No. 20
The following is a DFT calculation (ωB97M-V/def2-TZVPD) of a structure of composition H2NO2S3 at a distorted geometry.

Energy ... -38121.474 eV
Net charge ... -1
Energy relative to the best compared isomer or geometry (same formula, charge and spin) ... 227.0 kJ/mol

Geometry (Å):
N  -0.34674  -0.98252  1.01911
O  -0.69651  -1.20185  -1.42404
O  -1.22988  0.97541  -0.33546
S  0.48865  -0.24194  2.20300
S  1.42876  1.17210  -2.01818
S  -0.13095  -0.26347  -0.48083
H  -1.19144  1.47624  -1.15402
H  1.67810  -0.93398  2.19042